1.
Entry from OMol25: C2H5IO3 in the gas phase in a non-equilibrium geometry (the ωB97M-V functional and the def2-TZVPD basis).

Results
LUMO level = 0.5 eV
gap between HOMO and LUMO = 0.37292 hartree
SMILES = OCC(O)(O)I

Geometry (Å):
O  0.67608  1.67819  -0.35310
C  0.67097  0.57371  0.46604
C  -0.40423  -0.51718  -0.07559
O  -0.30213  -1.62722  0.74414
O  -0.10161  -0.69509  -1.38420
I  -2.40025  0.33743  0.15051
H  -0.32712  1.84598  -0.34882
H  0.42338  0.73463  1.54485
H  1.66591  0.02427  0.52798
H  -0.42802  -2.43344  0.17959
H  0.52702  0.07873  -1.45141

natural (NBO) population analysis, charges in e, atoms 1 to 6: O -0.71; C -0.15; C 0.46; O -0.71; O -0.71; I -0.05



2.
Entry from OMol25: a molecular structure, C15H18N4O4 in a non-equilibrium geometry (the ωB97M-V functional and the def2-TZVPD basis).

Results
LUMO level = 0.2 eV
gap between HOMO and LUMO = 0.31038 hartree

Geometry (Å):
C  1.74561  -0.52903  -1.58369
C  0.36931  0.03772  -1.95732
C  1.95113  -0.01986  -0.13745
C  3.18723  -0.42863  0.58453
C  -1.98304  0.11287  -1.55546
C  -2.58796  0.66603  -2.91642
C  -2.00210  1.54963  -0.87207
C  -1.64058  1.39777  0.61589
C  -0.27331  1.75126  0.89328
C  -1.82880  0.31218  1.63104
C  -0.59428  0.20759  2.36643
C  -2.91136  -0.75596  1.94195
C  -0.21515  -0.84066  3.30743
C  -2.49103  -1.71456  2.94701
C  -1.26251  -1.74736  3.66465
H  2.78030  -1.09617  -3.15397
H  2.24057  0.77255  -2.82452
H  1.74143  -1.63639  -1.54912
H  1.97618  1.05372  0.27813
H  1.23017  -0.45631  0.68729
H  5.12122  -0.70157  0.96941
H  4.92837  -0.74980  -0.87182
H  -0.63758  -1.23739  -0.70535
H  -2.86771  -0.54189  -1.09240
H  -1.36724  2.26039  -1.53932
H  -3.14742  1.93874  -1.29496
H  0.19636  2.61616  0.30769
H  1.20790  1.40204  2.25515
H  -3.75428  -1.13442  1.39169
H  1.07058  -1.35532  3.58112
H  -3.10116  -2.60853  3.09142
H  -0.92318  -2.53031  4.48016
H  -0.99869  1.64224  -3.38968
N  2.85266  -0.22126  -2.40893
N  4.43735  -0.81810  0.14824
N  -0.70558  -0.57637  -1.53060
N  0.30554  1.11193  1.96715
O  0.34039  1.10608  -2.65214
O  3.19113  -0.23246  1.81276
O  -3.77859  0.71473  -3.04517
O  -1.80190  1.27873  -3.84199

natural (NBO) population analysis, charges in e, atoms 1 to 6: C -0.15; C 0.69; C -0.54; C 0.67; C -0.16; C 0.79



3.
Entry from OMol25: a gas-phase ion, C4H5O5 (charge +1) in a non-equilibrium geometry (the ωB97M-V functional and the def2-TZVPD basis).

Results
total charge = +1
LUMO level = -5.8 eV
gap between HOMO and LUMO = 0.33116 hartree

Geometry (Å):
H  0.14354  -0.78075  1.45338
O  -1.03153  -0.69644  -0.40495
C  -1.96750  -1.67254  -0.31146
O  -2.48140  -2.02277  0.71388
O  -2.28544  -2.03402  -1.53422
C  -0.62219  -0.13280  0.78441
C  0.55547  0.73681  0.64120
H  -3.09940  -2.55748  -1.52479
H  -1.43211  0.39115  1.31288
H  0.89670  1.14875  1.59675
H  0.42962  1.52152  -0.10930
C  3.10374  0.30420  -0.12632
O  4.20488  0.57907  -0.20768
O  1.96221  -0.01115  -0.08040

natural (NBO) population analysis, charges in e, atoms 1 to 6: H 0.22; O -0.50; C 0.98; O -0.59; O -0.65; C -0.14



4.
Entry from OMol25: a molecular structure, C6H8 in a non-equilibrium geometry (the ωB97M-V functional and the def2-TZVPD basis).

Results
LUMO level = 1.0 eV
gap between HOMO and LUMO = 0.36127 hartree

Geometry (Å):
C  0.34809  -0.78945  -0.95470
C  -0.64879  -0.55053  -0.07593
C  1.03798  0.95637  -0.26426
C  2.20458  1.61954  -0.12693
C  -0.33433  0.87732  0.35140
C  -1.79072  -1.51372  0.22759
H  0.86191  -1.38094  -1.62745
H  2.35385  2.37532  0.53472
H  3.11040  1.16138  -0.50468
H  -0.89555  1.73954  -0.12053
H  -0.11528  0.94769  1.39898
H  -2.70069  -1.03463  0.40818
H  -1.57736  -2.12179  1.19088
H  -1.85410  -2.28613  -0.43727

natural (NBO) population analysis, charges in e, atoms 1 to 6: C -0.17; C -0.01; C 0.11; C -0.50; C -0.51; C -0.64



5.
Entry from OMol25: a molecular structure, C2H4N2S in a non-equilibrium geometry (the ωB97M-V functional and the def2-TZVPD basis).

Results
LUMO level (spin up / spin down) = 0.3 / 0.3 eV
gap between HOMO and LUMO (spin up / spin down) = 0.33559 / 0.33560 hartree

Geometry (Å):
C  -0.04864  -0.00800  -0.47502
C  1.09997  0.58343  0.32037
N  0.32572  -1.40770  -0.22284
N  1.75283  -0.66967  0.76188
S  2.66708  0.14131  -0.28978
H  -1.01410  0.47340  0.04772
H  0.08652  0.39655  -1.41466
H  1.19680  1.32608  1.08928
H  -0.21608  -1.85065  0.50026

natural (NBO) population analysis, charges in e, atoms 1 to 6: C -0.28; C -0.22; N -0.49; N -0.40; S 0.42; H 0.20



6.
Entry from OMol25: C3H6N2O in the gas phase in a non-equilibrium geometry (the ωB97M-V functional and the def2-TZVPD basis).

Results
LUMO level = 0.9 eV
gap between HOMO and LUMO = 0.34215 hartree
SMILES = C1=NNCCO1

Geometry (Å):
C  -1.45422  0.95935  0.08437
N  -2.03659  -0.17259  0.06444
N  -0.85396  -1.06297  -0.09700
C  0.63840  -0.85725  -0.05466
C  1.29572  0.72618  -0.07276
O  -0.04002  1.45075  -0.03644
H  -2.11463  1.86298  0.05664
H  -1.08320  -1.97333  0.42057
H  1.07708  -1.28047  -1.05909
H  1.04764  -1.25564  0.84207
H  1.83248  0.90769  0.87656
H  1.69129  0.69529  -1.02469

natural (NBO) population analysis, charges in e, atoms 1 to 6: C 0.35; N -0.25; N -0.56; C -0.24; C -0.05; O -0.59



So what do the calculations give for energy relative to the best compared isomer or geometry (same formula, charge and spin)? Going down the list: 0.0, 198.2, 0.0, 91.9, 101.3, 124.4 kcal per mole.
So what do the calculations give for DFT total energy? Going down the list: -602.5902, -1102.1637, -531.2741, -233.2406, -586.1330, -302.4948 a.u..